C38H29N4O2PPdS5 as an isolated structure. Source: the Open Molecules 2025 dataset; level of theory: ωB97M-V with the def2-TZVPD basis set.

```
80
C38H29N4O2PPdS5 (ωB97M-V with the def2-TZVPD basis set)
Pd 1.08862 0.77404 0.44645
S -0.63356 2.13625 1.13601
C -1.18729 0.57386 1.63818
N -0.25326 -0.33702 1.55125
C -0.71201 -1.61266 1.83081
C 0.03685 -2.78431 1.83795
C -0.59476 -3.95921 2.19816
C -1.94718 -3.97573 2.55147
C -2.69620 -2.81302 2.55241
C -2.06671 -1.63150 2.18220
S -2.74029 -0.01600 2.10140
H 1.08305 -2.75455 1.56455
H -0.03086 -4.88253 2.21516
H -2.41512 -4.90964 2.83126
H -3.74138 -2.82452 2.83067
S 5.62439 0.87948 -5.25484
C 5.01969 1.88325 -4.04594
S 6.16682 1.83708 -2.82286
C 2.84250 2.04596 -2.00389
N 3.37527 2.94367 -2.77192
N 3.82800 2.48942 -4.01428
C 3.29172 3.15808 -5.17739
C 4.15657 3.70958 -6.11198
C 3.63803 4.37176 -7.21426
C 2.26708 4.51060 -7.36583
C 1.41165 3.99537 -6.40154
C 1.92064 3.31989 -5.30489
S 2.34544 2.50962 -0.43174
H 5.22718 3.64151 -5.97776
H 4.31307 4.79718 -7.94428
H 1.86595 5.03457 -8.22266
H 0.34140 4.12028 -6.49854
H 1.24888 2.94941 -4.54479
O -0.23332 1.31729 -2.35773
N -0.97659 2.37825 -2.32696
C -0.44608 3.62021 -2.32574
C -1.25236 4.73889 -2.27581
C -2.62824 4.60446 -2.21748
C -3.15762 3.32209 -2.20628
C -2.32098 2.23226 -2.25596
H 0.63092 3.66349 -2.33615
H -0.77889 5.71059 -2.27481
H -3.27113 5.47171 -2.17507
H -4.22379 3.15399 -2.15280
H -2.64748 1.20424 -2.24162
O 2.26614 -0.94582 0.03283
P 3.74419 -0.82099 -0.28631
C 4.61274 0.24875 0.85348
C 4.02398 0.38929 2.10990
C 4.63353 1.17892 3.07053
C 5.82895 1.82133 2.77979
C 6.42908 1.66046 1.53903
C 5.82577 0.86920 0.57519
C 4.53214 -2.42724 -0.23716
C 5.91684 -2.55687 -0.14707
C 6.48820 -3.81940 -0.13672
C 5.67996 -4.94700 -0.20308
C 4.30022 -4.81849 -0.28359
C 3.72159 -3.55870 -0.30665
C 3.74773 -0.32666 -2.05718
C 4.41840 -1.04756 -2.98145
C 4.08053 -0.95594 -4.37075
C 2.88035 -0.33106 -4.76989
C 2.22071 0.44246 -3.87507
C 2.62679 0.56991 -2.46676
H 3.08827 -0.11019 2.32773
H 4.17253 1.29857 4.04146
H 6.29863 2.44867 3.52585
H 7.36553 2.15577 1.31998
H 6.29230 0.74611 -0.39174
H 6.54815 -1.68029 -0.06742
H 7.56230 -3.92422 -0.06397
H 6.12901 -5.93124 -0.18469
H 3.67466 -5.69998 -0.32776
H 2.64657 -3.44503 -0.37333
H 5.20726 -1.73045 -2.69192
H 4.58865 -1.61851 -5.05842
H 2.53613 -0.42500 -5.79040
H 1.30038 0.94635 -4.13306
H 1.72853 0.27468 -1.90241
```

Output
- HOMO (spin up / spin down) (eV) = -10.2 / -10.2
- total energy (hartree) = -4294.8626
- energy above the lowest of the compared OMol25 structures with the same formula, charge and spin (kJ/mol) = 257.3
- 2S+1 = 2
- LUMO level (spin up / spin down) (eV) = -4.35 / -4.78
- charge = +1

Results of the Mulliken charge analysis, in e, for atoms 1 through 4: 0.5862 -0.3349 0.6571 -0.3269

C38H30AsCl5MgNO3PS as an isolated structure. Source: the Open Molecules 2025 dataset; level of theory: ωB97M-V with the def2-TZVPD basis set.

```
81
C38H30AsCl5MgNO3PS (ωB97M-V with the def2-TZVPD basis set)
Mg 0.82372 -0.99660 2.99332
Cl 0.74995 2.14696 5.13825
C 2.24891 1.55963 4.46926
C 2.22578 0.36955 3.76578
C 3.44494 -0.04875 3.27112
Cl 3.43262 -1.57659 2.36257
C 4.64301 0.63691 3.41249
Cl 6.10659 0.04001 2.73329
C 4.61565 1.83567 4.12291
Cl 6.06574 2.73173 4.33340
C 3.41248 2.30169 4.66130
Cl 3.39083 3.77790 5.54092
N 1.05381 -2.68063 4.59431
C -0.15851 -2.95095 3.89532
C -1.21964 -2.05284 4.04760
C -2.34189 -2.16092 3.22534
C -2.38999 -3.12583 2.23737
C -1.32565 -4.00459 2.08541
C -0.21005 -3.92655 2.90230
S -3.78578 -3.25113 1.10505
O -3.19615 -2.79682 -0.15479
O -4.12684 -4.65306 1.13191
O -4.76441 -2.33445 1.65628
H 0.91079 -2.36676 5.54593
H 1.72622 -3.43464 4.56832
H -1.18999 -1.31507 4.84746
H -3.18586 -1.49388 3.34626
H -1.38926 -4.76639 1.31776
H 0.61315 -4.62195 2.78528
C -0.56584 -1.24490 -0.59802
C -1.27355 -0.58230 -1.77564
As -0.81972 -1.48684 -3.46118
C -1.59493 -0.18091 -4.69350
C -2.60218 0.70645 -4.32934
C -3.12921 1.59665 -5.25704
C -2.65377 1.60904 -6.55945
C -1.65358 0.72164 -6.93333
C -1.13449 -0.17088 -6.00820
C 1.02984 -0.83599 -3.53855
C 1.34150 0.50892 -3.73569
C 2.66268 0.92864 -3.75148
C 3.68859 0.01269 -3.55356
C 3.38991 -1.32479 -3.34762
C 2.06457 -1.74570 -3.34729
P -0.19212 -0.13794 0.80153
C 0.84263 1.18580 0.10628
C 0.29992 2.37539 -0.37581
C 1.12788 3.35250 -0.90857
C 2.50024 3.15294 -0.95764
C 3.04599 1.96542 -0.49357
C 2.21940 0.98503 0.03172
C -1.70431 0.69665 1.34429
C -1.56103 1.76170 2.24095
C -2.67990 2.35962 2.79241
C -3.94890 1.88989 2.46444
C -4.09247 0.82491 1.59093
C -2.97188 0.22538 1.02590
H 0.41939 -1.63588 -0.87975
H -1.16085 -2.08025 -0.22234
H -1.00754 0.47223 -1.87506
H -2.35187 -0.66791 -1.64422
H -2.99084 0.71531 -3.31816
H -3.91480 2.27912 -4.95813
H -3.06336 2.30214 -7.28277
H -1.28000 0.72383 -7.94949
H -0.35388 -0.86033 -6.31194
H 0.54897 1.23058 -3.89526
H 2.89246 1.97435 -3.91264
H 4.71998 0.34266 -3.56804
H 4.18650 -2.04364 -3.20227
H 1.83319 -2.79626 -3.20649
H -0.76753 2.54780 -0.31669
H 0.69903 4.27498 -1.27794
H 3.14383 3.92207 -1.36519
H 4.11459 1.79908 -0.54078
H 2.65261 0.05669 0.38071
H -0.57349 2.12841 2.50252
H -2.56365 3.18585 3.48212
H -4.82428 2.35016 2.90447
H -5.06956 0.42232 1.36135
H -3.10438 -0.63400 0.38130
```

Output
- HOMO (eV) = -8.5
- total energy (hartree) = -7222.9601
- energy above the lowest of the compared OMol25 structures with the same formula, charge and spin (kJ/mol) = 0.0
- LUMO level (eV) = -0.37
- charge = 0

Results of the Mulliken charge analysis, in e, for atoms 1 through 4: 1.9875 -0.1988 1.1129 -1.6835